i | C4H13N3 in the gas phase. Source: the Open Molecules 2025 dataset; level of theory: ωB97M-V with the def2-TZVPD basis set.

CARTESIAN COORDINATES (ANGSTROEM)
C1 1.230 0.297 1.216
C2 0.983 -0.098 -0.215
N1 2.215 0.704 -1.238
C3 0.011 0.582 -1.045
C4 -1.480 -0.148 -0.276
N2 -1.531 -1.585 -0.254
N3 -1.886 0.447 0.965
H1 0.682 -0.352 1.906
H2 0.947 1.334 1.408
H3 2.289 0.180 1.456
H4 1.111 -1.159 -0.421
H5 3.018 1.108 -0.759
H6 2.532 0.125 -2.013
H7 -0.078 0.210 -2.062
H8 -0.110 1.651 -0.882
H9 -2.173 0.200 -1.045
H10 -1.047 -1.957 0.555
H11 -2.492 -1.915 -0.209
H12 -1.353 0.112 1.756
H13 -2.867 0.264 1.159

LUMO energy = 0.97 eV
Frontier orbital gap = 9.4 eV
HOMO energy = -8.40 eV



ii | C4H13N3 in the gas phase. Source: the Open Molecules 2025 dataset; level of theory: ωB97M-V with the def2-TZVPD basis set.

CARTESIAN COORDINATES (ANGSTROEM)
C1 -1.734 1.500 2.284
N1 -0.623 0.790 1.636
C2 -1.074 -0.372 0.905
C3 0.041 -1.046 0.139
N2 0.636 -0.149 -0.840
C4 1.194 -0.768 -2.012
N3 2.184 0.122 -2.604
H1 -2.474 1.846 1.548
H2 -2.247 0.850 2.985
H3 -1.328 2.350 2.820
H4 -0.246 1.457 0.970
H5 -1.895 -0.129 0.194
H6 -1.574 -1.104 1.545
H7 0.780 -1.477 0.820
H8 -0.406 -1.877 -0.400
H9 1.270 0.488 -0.376
H10 1.586 -1.788 -1.837
H11 0.380 -0.903 -2.733
H12 2.689 0.600 -1.868
H13 2.840 -0.391 -3.177

LUMO energy = 1.18 eV
Frontier orbital gap = 9.8 eV
HOMO energy = -8.62 eV



iii | C4H13N3 in the gas phase. Source: the Open Molecules 2025 dataset; level of theory: ωB97M-V with the def2-TZVPD basis set.

CARTESIAN COORDINATES (ANGSTROEM)
N1 -1.158 -1.597 -2.177
C1 -0.016 -0.923 -1.546
C2 0.056 -1.520 -0.085
N2 0.058 -0.544 1.057
C3 0.776 0.665 1.476
C4 0.681 1.863 0.568
N3 -0.683 2.422 0.416
H1 -2.088 -1.224 -2.119
H2 -1.017 -2.576 -2.002
H3 -0.052 0.179 -1.373
H4 0.828 -1.286 -2.109
H5 -0.821 -2.109 0.193
H6 0.971 -2.121 -0.028
H7 -0.340 -0.915 1.902
H8 1.864 0.380 1.611
H9 0.603 0.982 2.526
H10 1.056 1.565 -0.444
H11 1.402 2.607 0.956
H12 -1.092 2.492 1.339
H13 -1.027 1.663 -0.162

LUMO energy = 1.00 eV
Frontier orbital gap = 9.1 eV
HOMO energy = -8.06 eV



Which one sits at the top of the stability order? ii does.



i | A molecular structure, C7H12N2O. Source: the Open Molecules 2025 dataset; level of theory: ωB97M-V with the def2-TZVPD basis set.

CARTESIAN COORDINATES (ANGSTROEM)
C1 0.592 -1.780 -0.958
C2 -1.346 -1.341 0.636
C3 -0.057 -0.833 0.019
N1 -1.737 -0.624 1.731
N2 -2.003 -2.235 0.010
O1 0.728 -0.218 0.866
H1 -1.036 -0.061 2.182
H2 -2.596 -0.848 2.201
H3 -2.923 -2.409 0.409
H4 1.492 -1.327 -1.365
H5 0.875 -2.693 -0.440
H6 -0.126 -2.036 -1.741
C4 1.429 1.407 0.356
C5 0.132 2.217 -0.061
C6 2.340 1.353 -0.664
C7 -0.723 1.681 -0.880
H7 1.802 1.742 1.317
H8 -0.014 3.082 0.571
H9 2.055 1.071 -1.665
H10 -0.531 0.376 -0.910
H11 3.384 1.552 -0.477
H12 -1.738 1.924 -1.136

LUMO energy (alpha / beta) = -0.71 / -0.71 eV
Frontier orbital gap (alpha / beta) = 7.0 / 7.0 eV
HOMO energy (alpha / beta) = -7.70 / -7.71 eV



ii | C7H12N2O in the gas phase. Source: the Open Molecules 2025 dataset; level of theory: ωB97M-V with the def2-TZVPD basis set.

CARTESIAN COORDINATES (ANGSTROEM)
C1 0.046 -0.967 -0.737
C2 -2.348 -0.510 -0.350
C3 0.654 2.432 -0.572
N1 -0.999 -0.697 0.164
C4 1.275 1.162 -0.032
C5 1.126 -0.037 -0.950
C6 -0.769 -0.910 1.458
C7 0.487 -1.514 1.813
N2 1.956 -0.193 -1.920
O1 1.890 1.126 1.011
H1 2.669 0.535 -1.942
H2 -0.285 -1.458 -1.647
H3 0.783 -1.824 0.610
H4 -1.631 -0.924 2.114
H5 -2.439 0.463 -0.838
H6 -2.569 -1.285 -1.088
H7 -3.073 -0.584 0.461
H8 0.841 3.258 0.111
H9 -0.421 2.287 -0.706
H10 1.069 2.665 -1.554
H11 1.330 -0.835 1.928
H12 0.409 -2.189 2.665

LUMO energy (alpha / beta) = 0.53 / 0.53 eV
Frontier orbital gap (alpha / beta) = 8.0 / 8.0 eV
HOMO energy (alpha / beta) = -7.43 / -7.43 eV



iii | C7H12N2O in the gas phase. Source: the Open Molecules 2025 dataset; level of theory: ωB97M-V with the def2-TZVPD basis set.

CARTESIAN COORDINATES (ANGSTROEM)
C1 1.532 1.182 -1.284
C2 1.073 -0.075 -0.598
C3 1.322 -1.409 -1.287
C4 0.411 -2.420 -0.573
C5 -0.784 -1.594 -0.065
C6 -0.218 -0.204 0.160
C7 -1.132 0.971 0.297
N1 -1.399 1.435 1.522
O1 -2.014 1.269 -0.541
N2 1.055 -0.085 0.861
H1 1.400 2.062 -0.642
H2 2.599 1.105 -1.537
H3 0.970 1.334 -2.216
H4 1.036 -1.303 -2.345
H5 2.384 -1.692 -1.261
H6 0.096 -3.237 -1.233
H7 0.941 -2.886 0.270
H8 -1.572 -1.525 -0.827
H9 -1.236 -2.012 0.847
H10 -0.597 1.574 2.125
H11 -2.401 1.904 1.311
H12 1.359 -0.965 1.271

LUMO energy = 0.95 eV
Frontier orbital gap = 10.4 eV
HOMO energy = -9.49 eV



Which one sits at the top of the stability order? iii does.



i | A molecular structure, C7H12N2O. Source: the Open Molecules 2025 dataset; level of theory: ωB97M-V with the def2-TZVPD basis set.

CARTESIAN COORDINATES (ANGSTROEM)
C1 -0.313 -0.899 -0.029
C2 1.355 0.056 -0.044
C3 -1.256 0.317 -0.015
C4 1.956 -0.308 1.319
C5 2.171 -0.192 -1.264
C6 -2.159 0.270 -1.214
C7 -2.056 0.154 1.275
N1 0.789 1.376 0.006
N2 -0.444 1.481 0.006
O1 -0.348 -2.093 -0.022
H1 2.951 0.164 1.406
H2 2.207 -1.330 1.144
H3 1.318 0.151 2.087
H4 3.105 0.342 -1.270
H5 1.557 0.041 -2.084
H6 2.201 -1.208 -1.303
H7 -2.687 1.279 -1.375
H8 -2.896 -0.432 -1.098
H9 -1.594 0.000 -2.106
H10 -1.616 0.662 2.173
H11 -2.199 -0.892 1.695
H12 -2.871 0.806 1.198

LUMO energy = 0.87 eV
Frontier orbital gap = 8.9 eV
HOMO energy = -8.06 eV



ii | C7H12N2O in the gas phase. Source: the Open Molecules 2025 dataset; level of theory: ωB97M-V with the def2-TZVPD basis set.

CARTESIAN COORDINATES (ANGSTROEM)
C1 -0.670 -1.231 -1.190
C2 -0.412 -0.501 0.117
C3 -0.403 -1.515 1.408
C4 0.950 0.293 0.078
O1 1.674 0.162 1.262
C5 0.588 1.658 -0.473
C6 -0.777 1.935 0.087
N1 -1.319 0.596 0.401
C7 -2.622 0.385 0.215
N2 -3.758 0.193 0.113
H1 -1.577 -1.749 -1.231
H2 0.134 -1.861 -1.439
H3 -0.787 -0.515 -1.968
H4 -0.555 -2.465 0.989
H5 -1.229 -1.126 2.040
H6 0.583 -1.540 1.962
H7 1.639 -0.263 -0.732
H8 1.157 0.289 2.057
H9 0.871 1.687 -1.486
H10 1.207 2.472 -0.090
H11 -0.573 2.385 1.074
H12 -1.434 2.512 -0.588

LUMO energy = 0.63 eV
Frontier orbital gap = 9.9 eV
HOMO energy = -9.30 eV



Which one sits at the top of the stability order? ii does.



i | C5H6O2 in the gas phase. Source: the Open Molecules 2025 dataset; level of theory: ωB97M-V with the def2-TZVPD basis set.

CARTESIAN COORDINATES (ANGSTROEM)
C1 -1.163 0.262 0.802
C2 0.071 -0.250 0.070
O1 0.644 0.847 -0.707
C3 0.351 1.126 -1.953
O2 -0.563 0.259 -2.417
C4 1.133 -0.662 0.994
C5 2.007 -0.972 1.761
H1 -0.898 1.143 1.393
H2 -1.550 -0.507 1.477
H3 -1.942 0.530 0.083
H4 -0.186 -1.075 -0.600
H5 -0.699 0.536 -3.333
H6 2.795 -1.236 2.432

LUMO energy = 0.75 eV
Frontier orbital gap = 9.9 eV
HOMO energy = -9.17 eV



ii | C5H6O2 in the gas phase. Source: the Open Molecules 2025 dataset; level of theory: ωB97M-V with the def2-TZVPD basis set.

CARTESIAN COORDINATES (ANGSTROEM)
O1 -1.692 1.536 1.306
C1 -1.336 1.059 0.255
C2 -0.148 0.165 0.075
C3 0.365 -1.254 0.863
C4 0.908 0.020 1.103
C5 0.140 -0.213 -1.347
O2 1.224 -1.038 -1.307
H1 -1.870 1.318 -0.698
H2 0.355 -2.170 0.328
H3 -0.812 -0.729 -1.583
H4 1.886 -0.118 0.667
H5 0.775 0.554 2.031
H6 0.147 0.641 -2.058

LUMO energy (alpha / beta) = -0.69 / -1.87 eV
Frontier orbital gap (alpha / beta) = 8.8 / 7.1 eV
HOMO energy (alpha / beta) = -9.49 / -8.97 eV



iii | C5H6O2 in the gas phase. Source: the Open Molecules 2025 dataset; level of theory: ωB97M-V with the def2-TZVPD basis set.

CARTESIAN COORDINATES (ANGSTROEM)
C1 2.800 0.362 -0.062
C2 1.665 0.470 -0.468
C3 0.576 -0.501 -0.484
O1 0.794 -1.582 -0.991
C4 -0.695 -0.294 0.317
C5 -1.350 1.063 0.134
O2 -1.575 -1.319 -0.046
H1 3.748 0.049 0.301
H2 -0.386 -0.398 1.376
H3 -2.324 1.039 0.631
H4 -1.509 1.286 -0.925
H5 -0.749 1.859 0.585
H6 -0.994 -2.034 -0.366

LUMO energy = 0.03 eV
Frontier orbital gap = 10.4 eV
HOMO energy = -10.39 eV



iv | C5H6O2 in the gas phase. Source: the Open Molecules 2025 dataset; level of theory: ωB97M-V with the def2-TZVPD basis set.

CARTESIAN COORDINATES (ANGSTROEM)
C1 -1.367 -1.169 -2.443
C2 -0.534 -0.686 -1.718
C3 0.478 -0.226 -0.764
O1 1.647 -0.147 -1.069
C4 -0.070 0.164 0.611
C5 1.045 0.381 1.608
O2 -0.768 1.388 0.450
H1 -2.082 -1.614 -3.102
H2 -0.761 -0.628 0.944
H3 0.632 0.740 2.554
H4 1.747 1.120 1.219
H5 1.597 -0.547 1.777
H6 -1.565 1.225 -0.067

LUMO energy = 0.08 eV
Frontier orbital gap = 10.2 eV
HOMO energy = -10.13 eV



Which one sits at the top of the stability order? iv does.



i | A molecular structure, C5H6O2. Source: the Open Molecules 2025 dataset; level of theory: ωB97M-V with the def2-TZVPD basis set.

CARTESIAN COORDINATES (ANGSTROEM)
O1 2.114 1.574 -1.408
C1 1.978 0.840 -0.450
C2 0.774 0.056 -0.207
O2 0.665 -0.701 0.928
C3 -0.637 -1.032 0.985
C4 -1.547 0.020 0.447
C5 -0.623 0.141 -0.715
H1 2.789 0.661 0.285
H2 0.399 -0.765 -1.044
H3 -0.867 -1.884 1.613
H4 -2.522 -0.394 0.182
H5 -1.693 0.926 1.076
H6 -0.829 0.560 -1.693

LUMO energy (alpha / beta) = -0.11 / 0.29 eV
Frontier orbital gap (alpha / beta) = 7.6 / 7.7 eV
HOMO energy (alpha / beta) = -7.68 / -7.40 eV



ii | A molecular structure, C5H6O2. Source: the Open Molecules 2025 dataset; level of theory: ωB97M-V with the def2-TZVPD basis set.

CARTESIAN COORDINATES (ANGSTROEM)
C1 1.030 0.276 0.785
C2 0.674 0.795 -0.590
O1 0.484 -0.594 -1.151
C3 0.228 -0.942 0.376
C4 -1.284 -0.353 0.272
O2 -1.735 0.397 1.207
C5 -0.697 0.420 -0.930
H1 2.104 0.122 0.899
H2 0.562 0.811 1.616
H3 1.259 1.458 -1.217
H4 0.510 -1.965 0.618
H5 -1.904 -1.199 -0.130
H6 -1.211 0.826 -1.799

LUMO energy = 0.57 eV
Frontier orbital gap = 8.4 eV
HOMO energy = -7.81 eV



Which one sits at the top of the stability order? ii does.